Entry 1:
16
Properties=species:S:1:pos:R:3:mulliken_charge:R:1 method="wB97M-V/def2-TZVPD" e_above_lowest_kj_mol=238.77 total_energy_ha=-359.153498 total_charge=0 mol_weight_g_mol=103.125 spin_multiplicity=1
C 1.869 0.879 0.511 -0.866
N 0.859 -0.090 0.137 0.033
C -1.479 0.076 -0.031 0.276
N 1.446 -1.058 -0.731 -0.713
N -1.662 -1.076 0.720 -0.554
C -0.332 0.578 -0.453 -0.302
O -2.663 0.689 -0.512 -0.518
H -3.381 0.046 -0.466 0.321
H 1.613 -0.670 -1.665 0.250
H 0.797 -1.833 -0.825 0.265
H -0.797 -1.338 1.176 0.287
H -2.435 -1.017 1.373 0.226
H -0.219 1.446 -1.086 0.363
H 2.214 1.483 -0.342 0.331
H 1.449 1.541 1.266 0.343
H 2.720 0.344 0.928 0.259

=====

Entry 2:
17
Properties=species:S:1:pos:R:3:mulliken_charge:R:1 method="wB97M-V/def2-TZVPD" e_above_lowest_kj_mol=648.31 total_energy_ha=-434.279240 total_charge=0 mol_weight_g_mol=119.124 spin_multiplicity=1
C -1.255 -0.704 0.433 0.804
C -1.607 -1.959 -0.333 -1.137
O -0.542 -0.742 1.462 -0.747
O -2.276 0.204 0.364 -0.466
H -2.172 0.848 1.080 0.366
H 0.791 0.204 1.166 0.232
H -0.060 -0.043 -0.600 0.221
H -0.709 -2.547 -0.507 0.315
H -2.109 -1.711 -1.266 0.356
H -2.295 -2.551 0.273 0.336
C 2.306 1.602 0.774 -0.375
N 0.986 0.454 -0.803 0.166
N 1.407 0.707 0.460 0.091
N 1.193 1.396 -1.689 -0.918
H 0.968 1.000 -2.600 0.174
H 2.786 2.146 -0.020 0.329
H 2.589 1.697 1.807 0.253

=====

Entry 3:
17
Properties=species:S:1:pos:R:3:mulliken_charge:R:1 method="wB97M-V/def2-TZVPD" e_above_lowest_kj_mol=560.32 total_energy_ha=-434.312754 total_charge=0 mol_weight_g_mol=119.124 spin_multiplicity=1
C -0.573 0.774 0.298 0.259
C -1.634 -0.280 0.606 -0.717
C 0.682 -0.039 -0.151 0.084
H -0.101 2.251 -0.968 0.318
H -1.307 1.111 -1.567 0.290
H -0.507 1.327 1.249 0.381
H -1.255 -0.998 1.465 0.263
H -2.574 0.254 0.783 0.358
H -1.365 -1.880 -0.667 0.340
H 1.415 -1.811 -0.649 0.174
H 2.055 0.952 1.149 0.314
H 2.789 -1.266 0.316 0.328
N -1.014 1.648 -0.744 -0.705
N 0.507 -1.205 -0.530 -0.484
N 1.924 0.601 0.021 -0.177
O -2.061 -1.127 -0.414 -0.592
O 3.019 -0.310 -0.197 -0.434

=====

Entry 4:
17
Properties=species:S:1:pos:R:3:mulliken_charge:R:1 method="wB97M-V/def2-TZVPD" e_above_lowest_kj_mol=548.65 total_energy_ha=-757.199054 total_charge=0 mol_weight_g_mol=135.192 spin_multiplicity=1
C 1.041 -0.232 -0.450 -0.722
C -1.080 0.573 -0.064 -0.051
C 0.456 0.555 1.873 -0.877
N -1.428 -0.732 -0.420 -0.680
N 0.299 0.620 0.422 -0.057
N 0.438 -1.588 -0.554 0.291
O 0.781 -2.146 -1.614 -0.565
S -0.886 1.915 -1.530 -0.254
H 1.112 0.089 -1.463 0.322
H 2.085 -0.217 -0.149 0.398
H -1.732 0.975 0.698 0.484
H 1.451 1.083 1.902 0.343
H -0.177 1.164 2.616 0.310
H 0.682 -0.477 2.156 0.286
H -1.303 -0.898 -1.414 0.369
H 0.248 -2.197 0.274 0.271
H -1.986 1.513 -2.282 0.132